Density functional theory data (the ωB97M-V functional and the def2-TZVPD basis) for a cluster of 3 separate species, C12H18O9 in total.

Calculated values
- Kohn-Sham gap (eV) = 10.41
- largest force on an atom (eV/Å) = 8.22
- E_HOMO (eV) = -10.345
- relative energy (zero: lowest compared OMol25 entry of this formula, charge and spin) (eV) = 2.6864
- E_tot (a.u.) = -1145.1752
- SMILES = C[C@H]1COC(=O)O1.C[C@H]1COC(=O)O1.C[C@H]1COC(=O)O1

CARTESIAN COORDINATES (ANGSTROEM)
1 H -5.423 1.408 -4.497
2 H -4.816 0.257 -3.421
3 C 1.817 0.059 -1.060
4 H 2.404 0.806 -0.526
5 O -8.759 -0.823 -2.269
6 H 4.634 2.986 3.571
7 H -6.610 -2.700 -4.952
8 H 2.202 -1.746 0.280
9 H 5.590 4.198 5.639
10 H -4.488 0.355 -5.290
11 O -0.376 -2.481 0.034
12 C 5.892 1.197 3.798
13 H -5.192 -2.436 -3.930
14 O 3.378 -0.173 5.717
15 C -5.177 0.347 -4.446
16 H 0.909 0.627 -1.263
17 C 0.072 -2.778 -1.124
18 H 2.201 -0.181 -2.052
19 O -7.376 0.080 -3.926
20 O -6.991 -2.015 -3.021
21 C 4.166 0.506 5.136
22 H -0.452 -0.276 0.116
23 H 5.849 0.992 2.729
24 H 6.923 3.752 4.679
25 H 0.203 -1.313 1.460
26 O -0.375 -3.725 -1.834
27 C 5.180 2.481 4.368
28 C -6.289 -0.588 -4.625
29 H 6.946 1.016 4.013
30 C 6.106 3.318 5.256
31 O 4.154 1.826 5.160
32 C -7.795 -0.876 -3.012
33 H -6.578 -0.529 -5.674
34 C 1.443 -1.239 -0.317
35 C 0.072 -1.193 0.384
36 C -6.162 -2.030 -4.218
37 H 6.407 2.801 6.167
38 O 1.087 -2.052 -1.474
39 O 5.223 0.143 4.424

=====

Density functional theory data (the ωB97M-V functional and the def2-TZVPD basis) for a cluster of 3 separate species, C12H18O9 in total.

Calculated values
- expectation value of S² = 0.76
- Kohn-Sham gap (spin up / spin down) (eV) = 8.69 / 2.84
- largest force on an atom (eV/Å) = 6.98
- E_HOMO (spin up / spin down) (eV) = -12.800 / -12.800
- relative energy (zero: lowest compared OMol25 entry of this formula, charge and spin) (eV) = 0.1503
- spin multiplicity = 2
- E_tot (a.u.) = -1144.8131
- total charge = +1

CARTESIAN COORDINATES (ANGSTROEM)
1 O -6.498 -2.493 -0.718
2 H -2.030 -1.576 1.388
3 H -3.464 -0.482 -2.116
4 O 0.202 -0.369 -1.424
5 O -4.936 -1.041 0.173
6 C -3.011 -1.956 1.103
7 C 3.068 1.178 -2.560
8 H -2.505 -1.912 -1.474
9 H 1.316 -0.472 2.472
10 O 0.676 0.799 -3.217
11 H 3.026 1.736 -1.625
12 C 3.585 2.066 1.487
13 H -3.601 -1.946 2.019
14 O 4.419 2.089 0.567
15 C 1.545 1.634 2.445
16 H 0.899 2.498 2.601
17 H 3.124 1.734 -3.496
18 H 0.031 0.385 3.224
19 C -5.365 -1.940 -0.717
20 H 2.409 1.917 4.403
21 H 2.947 0.478 3.570
22 C -0.243 0.565 -2.249
23 H 1.893 -1.719 -1.763
24 C 2.684 1.525 3.424
25 C -3.613 -1.003 0.051
26 H 3.880 0.450 -2.572
27 H 2.332 -0.425 -3.591
28 O 2.299 1.894 1.285
29 O 3.867 2.010 2.763
30 O -4.402 -2.271 -1.541
31 O -1.422 0.930 -2.172
32 H 0.017 0.458 1.496
33 C 0.688 0.411 2.354
34 C -3.373 -1.262 -1.360
35 H -2.847 -2.884 0.555
36 C 1.906 0.207 -2.812
37 C 1.559 -0.699 -1.574
38 H 2.158 -0.498 -0.686
39 H -3.219 -0.014 0.284

=====

Density functional theory data (the ωB97M-V functional and the def2-TZVPD basis) for a cluster of 2 separate species, C12H18OS in total.

Calculated values
- Kohn-Sham gap (eV) = 8.90
- largest force on an atom (eV/Å) = 4.44
- E_HOMO (eV) = -8.286
- relative energy (zero: lowest compared OMol25 entry of this formula, charge and spin) (eV) = 0.5389
- E_tot (a.u.) = -941.3577
- SMILES = C=Cc1ccccc1.CC(C)(C)SO

CARTESIAN COORDINATES (ANGSTROEM)
1 H -3.025 -0.284 -1.473
2 H -2.564 1.948 1.991
3 H 0.905 -3.694 -1.722
4 H 3.665 2.444 0.983
5 C 2.108 -2.348 -0.670
6 H -0.776 -2.044 0.587
7 C -2.019 1.906 -0.738
8 H -1.599 2.787 -0.327
9 H 0.321 -1.883 -1.618
10 C -3.180 -0.394 -0.402
11 C 3.369 1.469 0.660
12 H 1.451 0.198 -1.848
13 H 3.109 -1.877 1.609
14 O -0.493 -1.222 0.138
15 H -4.248 -0.424 -0.258
16 H -2.818 1.997 -1.403
17 C 2.190 0.204 -0.988
18 H 2.401 2.285 -1.038
19 H -3.436 0.327 1.933
20 C 2.619 1.426 -0.526
21 C -2.364 0.738 0.239
22 C 2.975 -0.869 1.042
23 H -3.987 1.870 0.964
24 H -2.811 -1.387 0.095
25 C 3.500 0.343 1.457
26 H -1.257 1.442 -1.457
27 S -0.822 0.122 0.950
28 C -3.206 1.282 1.346
29 C 2.367 -0.986 -0.250
30 C 1.037 -2.684 -1.401
31 H 2.854 -3.170 -0.337
32 H 3.735 0.480 2.462

=====

Density functional theory data (the ωB97M-V functional and the def2-TZVPD basis) for a structure of composition C12H19AlO7.

Calculated values
- Kohn-Sham gap (eV) = 1.18
- largest force on an atom (eV/Å) = 3.69
- E_HOMO (eV) = -13.932
- relative energy (zero: lowest compared OMol25 entry of this formula, charge and spin) (eV) = 2.8083
- E_tot (a.u.) = -1236.8367
- total charge = +2

CARTESIAN COORDINATES (ANGSTROEM)
1 C 6.507 -6.945 -1.245
2 C -4.723 -1.060 0.765
3 C -5.588 -2.024 1.520
4 H 6.956 -7.920 -1.055
5 C 6.864 -6.433 -2.616
6 O 6.675 -5.007 -2.545
7 H -7.762 -2.127 1.227
8 C -2.755 8.502 -0.438
9 O -0.549 7.910 -0.826
10 H -6.772 -2.796 -0.125
11 C -6.856 -2.016 0.632
12 O 6.007 -2.785 5.440
13 O -3.573 -0.734 1.050
14 H 6.164 -3.571 5.999
15 H -7.137 0.072 0.738
16 H -1.408 9.475 -1.791
17 H -7.376 -0.545 -0.895
18 H -0.940 9.747 -0.048
19 H -2.907 6.480 0.519
20 H -3.089 8.901 0.520
21 O 6.623 -3.498 -0.885
22 H 7.902 -6.729 -2.773
23 C -1.362 9.062 -0.783
24 H -5.782 -1.419 2.405
25 H 5.438 -7.094 -1.092
26 H 8.134 -5.848 -0.298
27 C -1.160 6.758 -0.477
28 C 7.050 -5.796 -0.392
29 H -3.215 6.480 -1.191
30 O -5.426 -0.367 -0.149
31 C -6.753 -0.627 -0.004
32 H -3.568 8.823 -1.090
33 O -0.567 5.685 -0.195
34 C -2.613 6.955 -0.417
35 C 6.742 -4.651 -1.255
36 H -5.075 -2.966 1.716
37 Al 3.149 0.749 2.747
38 H 6.575 -5.696 0.584
39 H 6.169 -6.947 -3.280

=====

Density functional theory data (the ωB97M-V functional and the def2-TZVPD basis) for a structure of composition C12H19B2F4N4O7Ti.

Calculated values
- expectation value of S² = 2.03
- Kohn-Sham gap (spin up / spin down) (eV) = 7.21 / 7.09
- largest force on an atom (eV/Å) = 0.97
- E_HOMO (spin up / spin down) (eV) = -12.376 / -13.708
- spin multiplicity = 3
- E_tot (a.u.) = -2513.0129
- total charge = +1

CARTESIAN COORDINATES (ANGSTROEM)
1 C 0.170 -2.722 -1.199
2 C 0.199 -0.243 2.534
3 H -0.199 4.714 -1.976
4 F 3.747 -0.138 0.891
5 C 1.009 2.995 -0.178
6 F -2.572 0.222 -1.189
7 O 2.362 1.242 -0.665
8 H -1.119 2.203 2.760
9 O -1.037 0.556 0.747
10 N 1.694 1.863 0.313
11 H 0.397 -4.671 0.741
12 H -1.733 -1.887 1.580
13 C 1.371 -4.424 0.317
14 H 0.231 4.815 0.630
15 O -0.892 1.198 -2.528
16 O 2.315 -1.102 -0.790
17 C -0.776 3.816 -1.762
18 H -1.561 4.077 -1.048
19 H -0.207 -4.778 -1.678
20 H -2.766 1.532 2.698
21 B -1.840 0.005 -2.387
22 H -3.123 -0.809 1.828
23 H 0.008 -3.693 -3.062
24 N 2.391 -2.373 -0.182
25 H 1.901 4.918 0.065
26 C -1.222 0.147 2.124
27 H -1.657 1.071 4.002
28 H 1.633 -5.196 -0.408
29 H -2.217 -1.414 3.219
30 H -1.851 0.516 0.191
31 O 0.905 -0.669 1.439
32 C -1.726 1.317 2.944
33 F -2.594 -0.022 -3.491
34 Ti 0.762 0.013 -0.233
35 F 4.327 0.027 -1.345
36 H -1.493 -3.637 -2.160
37 N -0.220 -1.496 -1.317
38 O -1.118 -1.291 -2.300
39 B 3.429 -0.121 -0.391
40 C 1.173 4.273 0.566
41 N -0.061 1.441 -1.534
42 C 1.337 -3.075 -0.336
43 C -2.128 -1.072 2.189
44 C -0.419 -3.786 -2.059
45 H 1.544 4.075 1.570
46 C 0.097 2.753 -1.185
47 H 2.119 -4.420 1.104
48 O 0.659 -0.215 3.624
49 H -1.248 3.467 -2.675

=====

Density functional theory data (the ωB97M-V functional and the def2-TZVPD basis) for a cluster of 3 separate species, C12H19BF3N2O10PS in total.

Calculated values
- Kohn-Sham gap (eV) = 9.45
- largest force on an atom (eV/Å) = 0.83
- E_HOMO (eV) = -9.666
- E_tot (a.u.) = -2394.6547
- SMILES = N#C[C@@](O)(B(O)O)[C@](C#N)(COC(F)(F)F)[PH2]=S.COC(=O)OC.COC(=O)OC

CARTESIAN COORDINATES (ANGSTROEM)
1 N 2.567 -1.140 0.125
2 H -6.433 1.190 0.151
3 H -0.977 -0.638 2.437
4 C 1.401 1.429 2.301
5 H -2.854 2.221 1.418
6 C -5.522 -2.617 3.011
7 O -0.081 -0.313 2.583
8 O 6.864 -2.577 -3.807
9 C 0.437 0.367 0.265
10 P -0.929 -0.707 -0.466
11 S -2.146 0.125 -1.715
12 F 0.709 3.976 0.496
13 C 6.988 -3.976 -4.077
14 O -5.104 -1.266 2.779
15 H 4.162 -0.796 -1.740
16 H 3.635 -0.542 -3.425
17 H -7.260 1.701 1.645
18 H -0.176 -1.747 -1.027
19 H -1.355 3.300 3.306
20 C -5.967 -0.545 2.060
21 H -5.640 -3.147 2.068
22 B -1.040 1.869 2.002
23 O 5.668 -0.893 -3.175
24 H -0.273 2.163 -0.703
25 O 4.706 -2.937 -3.245
26 F 1.382 4.115 -1.553
27 O -1.118 2.366 3.277
28 O -5.465 0.686 1.924
29 C -6.295 1.572 1.161
30 O 1.809 2.247 -0.405
31 C 5.651 -2.206 -3.392
32 C 1.688 3.588 -0.355
33 H 6.791 -4.559 -3.179
34 C 0.175 0.829 1.745
35 H 4.586 0.708 -2.584
36 H -6.460 -2.637 3.562
37 H -4.734 -3.073 3.601
38 H 6.301 -4.277 -4.866
39 H 0.709 1.143 -1.744
40 C 4.427 -0.360 -2.699
41 C 0.618 1.535 -0.729
42 O -1.967 2.142 1.041
43 H -5.772 2.524 1.124
44 O -7.010 -0.933 1.610
45 H 8.015 -4.124 -4.400
46 F 2.830 4.099 0.058
47 C 1.648 -0.469 0.242
48 H -1.566 -1.316 0.628
49 N 2.378 1.900 2.665